A structure of composition C23H14F3N2NiO3. Source: OMol25; level of theory: ωB97M-V/def2-TZVPD.

Values from the calculation:
- LUMO level (spin up / spin down) (eV) = 2.856 / 2.855
- E_tot (eV) = -82398.5618
- frontier orbital gap (spin up / spin down) (eV) = 7.62 / 7.82

```
! wB97M-V def2-TZVPD RIJCOSX def2/J DEFGRID3
* xyz -1 3
Ni -0.703 -1.888 -0.966
O 3.669 -2.205 -1.756
C 4.059 -2.307 -0.473
C 5.431 -2.345 -0.212
C 5.894 -2.454 1.085
C 4.999 -2.525 2.150
C 3.641 -2.481 1.893
C 3.147 -2.371 0.594
C 1.681 -2.320 0.340
O 1.290 -2.334 -0.903
N 0.894 -2.267 1.381
N -0.420 -2.226 0.961
C -1.347 -2.315 1.829
C -2.761 -2.354 1.504
C -3.661 -2.302 2.578
C -5.026 -2.354 2.400
C -5.519 -2.474 1.096
C -4.664 -2.542 0.020
C -3.258 -2.481 0.170
O -2.507 -2.570 -0.889
H 2.679 -2.192 -1.735
H 6.111 -2.286 -1.052
H 6.962 -2.481 1.269
H 5.361 -2.615 3.166
H 2.919 -2.529 2.698
H -1.056 -2.385 2.878
H -3.253 -2.219 3.581
H -5.700 -2.303 3.245
H -6.590 -2.512 0.928
H -5.042 -2.635 -0.991
F 0.217 7.366 -3.028
C -0.356 6.941 -1.889
F 0.329 7.513 -0.875
F -1.590 7.489 -1.850
C -0.395 5.452 -1.777
C -0.955 4.881 -0.640
C -1.019 3.507 -0.512
C -0.523 2.667 -1.518
C 0.044 3.260 -2.652
C 0.106 4.638 -2.782
C -0.600 1.244 -1.392
C -0.668 0.034 -1.291
H -1.344 5.520 0.145
H -1.456 3.059 0.370
H 0.434 2.620 -3.431
H 0.546 5.082 -3.665
*
```

Here are the natural (NBO) charges for atoms 1 to 6, given in e: atom 1 (Ni): 1.388, atom 2 (O): -0.703, atom 3 (C): 0.426, atom 4 (C): -0.313, atom 5 (C): -0.187, atom 6 (C): -0.279